1.
{"formula": "C20H27N5O4", "method": "ωB97M-V/def2-TZVPD", "energy_ev": -36817.9668, "gap_ha": 0.319, "homo_energy_ev": -8.067, "lumo_energy_ev": 0.61, "e_above_lowest_kcal_mol": 30.7, "smiles": "Cc1c/c(=N\\[C@H]2CC[C@@]3(CC2)CN(C(=O)c2conc2C)CCO3)[nH]c(CO)n1", "symbols": ["C", "C", "C", "C", "N", "C", "C", "C", "C", "C", "C", "C", "N", "C", "O", "C", "C", "O", "N", "C", "C", "C", "C", "O", "N", "C", "C", "O", "N", "H", "H", "H", "H", "H", "H", "H", "H", "H", "H", "H", "H", "H", "H", "H", "H", "H", "H", "H", "H", "H", "H", "H", "H", "H", "H", "H"], "coordinates": [[4.83209, 1.89785, 2.81832], [3.92749, 2.71682, 1.95278], [3.05356, 2.14968, 1.09107], [2.18070, 2.96734, 0.26304], [1.26938, 2.72445, -0.58870], [0.84433, 1.42615, -1.07257], [1.84923, 0.27246, -1.13932], [1.22083, -0.91226, -1.86993], [-0.02902, -1.40326, -1.14846], [-1.02652, -0.25206, -0.99530], [-0.40147, 0.96002, -0.31329], [-0.64475, -2.58172, -1.89700], [-1.68616, -3.21930, -1.10296], [-2.98848, -3.07210, -1.47474], [-3.32469, -2.39165, -2.43217], [-4.03109, -3.80164, -0.70833], [-4.07028, -5.07129, -0.24572], [-5.27074, -5.35420, 0.25365], [-6.08234, -4.23157, 0.12421], [-5.35778, -3.32110, -0.45638], [-5.92101, -1.97928, -0.77239], [-1.21034, -3.65822, 0.20035], [-0.55899, -2.48730, 0.92309], [0.43589, -1.87236, 0.13193], [2.41523, 4.33652, 0.50075], [3.30708, 4.82257, 1.38648], [3.39302, 6.32387, 1.47474], [2.18719, 6.82956, 2.03930], [4.07410, 4.08504, 2.11810], [4.68518, 0.83113, 2.66137], [5.87120, 2.15300, 2.60568], [4.65341, 2.13789, 3.86734], [2.98753, 1.07801, 1.04022], [0.52500, 1.60868, -2.10724], [2.76480, 0.59138, -1.64331], [2.11637, -0.07438, -0.14337], [0.94332, -0.62860, -2.89005], [1.93133, -1.73956, -1.93848], [-1.36433, 0.02304, -1.99869], [-1.92216, -0.58171, -0.46496], [-0.11691, 0.71652, 0.71579], [-1.11975, 1.77992, -0.26623], [-1.07809, -2.25962, -2.84021], [0.13793, -3.32273, -2.08896], [-3.34700, -5.87031, -0.22597], [-5.90507, -1.81648, -1.84838], [-6.93946, -1.90809, -0.39780], [-5.31500, -1.19622, -0.31589], [-2.03341, -4.04011, 0.79720], [-0.47531, -4.45666, 0.05763], [-1.32833, -1.76407, 1.21833], [-0.05887, -2.83688, 1.82663], [1.80570, 4.96233, -0.00623], [4.27155, 6.55840, 2.07306], [3.52154, 6.74889, 0.47434], [2.40236, 7.40320, 2.77760]], "atomic_forces_ev_per_a": [[-0.011, 0.000, 0.011], [0.022, 0.011, 0.020], [-0.030, 0.010, -0.003], [-0.074, -0.023, 0.081], [0.137, 0.022, -0.157], [-0.080, -0.037, 0.173], [0.021, 0.025, -0.078], [-0.001, -0.003, 0.006], [0.001, 0.006, -0.020], [-0.001, 0.000, 0.009], [0.006, 0.001, 0.000], [-0.001, -0.004, 0.004], [0.002, -0.017, 0.018], [-0.032, 0.013, -0.029], [0.012, -0.001, 0.006], [-0.015, -0.010, 0.007], [0.010, 0.005, 0.004], [-0.004, -0.001, -0.006], [-0.005, -0.002, 0.011], [0.016, 0.016, -0.017], [0.005, -0.016, 0.019], [0.006, 0.010, -0.011], [0.004, -0.006, 0.003], [0.006, -0.001, 0.007], [-0.017, -0.021, 0.090], [-0.038, 0.018, -0.180], [-0.009, -0.034, 0.112], [0.024, 0.026, -0.067], [0.057, 0.020, -0.042], [-0.003, -0.001, 0.005], [-0.001, 0.001, -0.004], [-0.003, -0.005, 0.000], [0.013, -0.001, -0.004], [-0.001, 0.002, -0.001], [0.000, 0.000, -0.002], [-0.001, 0.002, 0.003], [0.000, 0.000, 0.000], [0.002, 0.003, -0.002], [-0.001, -0.001, -0.001], [-0.001, 0.004, -0.003], [-0.001, 0.000, 0.001], [-0.002, -0.001, -0.003], [-0.001, 0.003, 0.000], [0.001, 0.002, -0.001], [-0.001, -0.003, 0.002], [-0.001, 0.011, 0.000], [-0.003, -0.011, -0.004], [0.001, 0.009, -0.011], [0.006, -0.001, 0.003], [-0.003, -0.003, 0.004], [-0.002, -0.002, 0.002], [-0.003, 0.002, 0.002], [0.010, 0.016, -0.013], [-0.040, 0.023, 0.036], [0.026, -0.033, -0.009], [-0.004, -0.022, 0.031]], "mulliken_charge": [-1.268, 0.282, -0.119, 0.574, -0.711, 0.211, -0.528, -1.515, 1.888, -0.772, -0.769, -2.092, 0.208, 0.860, -0.628, 0.513, -0.446, -0.214, -0.622, 0.306, -1.049, -0.781, -0.593, -0.446, -0.090, 0.771, -0.893, -0.518, -0.594, 0.322, 0.304, 0.305, 0.368, 0.100, 0.327, 0.181, 0.311, 0.557, 0.482, 0.186, 0.114, 0.381, 0.514, 0.371, 0.549, 0.276, 0.375, 0.261, 0.613, 0.167, 0.282, 0.448, 0.272, 0.404, 0.245, 0.321]}

2.
{"formula": "C20H27NO3", "method": "ωB97M-V/def2-TZVPD", "energy_ev": -28809.8366, "gap_ha": 0.315, "homo_energy_ev": -7.766, "lumo_energy_ev": 0.81, "e_above_lowest_kcal_mol": 21.3, "smiles": "COCc1ccc(CN2CCC[C@@](CO)(Cc3ccccc3)C2)o1", "symbols": ["C", "O", "C", "C", "C", "C", "C", "C", "N", "C", "C", "C", "C", "C", "O", "C", "C", "C", "C", "C", "C", "C", "C", "O", "H", "H", "H", "H", "H", "H", "H", "H", "H", "H", "H", "H", "H", "H", "H", "H", "H", "H", "H", "H", "H", "H", "H", "H", "H", "H", "H"], "coordinates": [[0.19630, 1.45163, -4.53261], [1.44320, 1.50874, -3.88214], [2.26058, 0.36646, -4.10107], [1.77224, -0.82090, -3.33779], [0.91659, -1.83665, -3.65797], [0.72873, -2.58391, -2.46992], [1.47104, -1.96320, -1.50403], [1.64886, -2.22381, -0.03611], [0.59977, -1.78933, 0.85219], [-0.64935, -2.50732, 0.85102], [-1.74402, -1.82770, 0.02365], [-1.95336, -0.40921, 0.54655], [-0.65982, 0.41410, 0.52634], [-0.30211, 0.79344, -0.92060], [0.89720, 1.52668, -0.94648], [-0.85315, 1.75493, 1.28105], [-1.20410, 1.63617, 2.73358], [-0.21327, 1.63025, 3.70990], [-0.53637, 1.50786, 5.04948], [-1.86030, 1.39621, 5.43872], [-2.85772, 1.42380, 4.47965], [-2.53096, 1.54692, 3.14063], [0.47549, -0.39169, 1.19959], [2.11379, -0.90528, -2.03461], [0.32550, 1.38555, -5.61912], [-0.39795, 0.59571, -4.19394], [-0.32168, 2.37568, -4.28408], [2.30627, 0.13576, -5.17330], [3.25068, 0.65399, -3.73995], [0.48419, -2.03524, -4.61821], [0.12214, -3.45887, -2.35239], [2.57061, -1.72313, 0.27394], [1.77327, -3.30249, 0.11350], [-0.47199, -3.52336, 0.49297], [-0.99580, -2.56714, 1.89273], [-1.46076, -1.81306, -1.02933], [-2.67333, -2.39412, 0.11326], [-2.72376, 0.09949, -0.03948], [-2.30158, -0.47689, 1.57947], [-1.12553, 1.39556, -1.34199], [-0.22068, -0.11346, -1.52818], [1.18113, 1.62952, -1.86713], [0.07622, 2.31560, 1.17095], [-1.64524, 2.30722, 0.76892], [0.82147, 1.73267, 3.41575], [0.24749, 1.50330, 5.79322], [-2.11387, 1.29944, 6.48427], [-3.89477, 1.35361, 4.77560], [-3.31902, 1.58569, 2.40161], [1.42132, 0.10958, 0.99258], [0.29133, -0.36038, 2.28159]], "atomic_forces_ev_per_a": [[-0.195, -0.025, -0.055], [0.195, 0.205, 0.188], [0.052, -0.245, 0.268], [-0.339, -0.101, -0.834], [0.419, 0.426, 0.070], [0.338, 0.182, 0.440], [-0.424, -0.736, -0.038], [0.017, 0.118, -0.027], [0.055, -0.031, -0.171], [-0.152, -0.011, -0.099], [0.056, -0.010, 0.179], [0.215, -0.075, -0.198], [0.094, 0.146, -0.145], [-0.366, -0.242, 0.011], [0.250, 0.250, 0.040], [0.139, -0.208, -0.067], [-0.031, 0.147, 0.004], [-0.060, 0.048, 0.020], [0.068, -0.012, 0.087], [-0.028, -0.014, 0.098], [-0.100, -0.022, 0.058], [0.030, 0.027, 0.029], [-0.072, 0.166, 0.179], [0.220, 0.230, 0.136], [0.000, 0.016, 0.012], [-0.002, 0.052, -0.006], [-0.059, -0.036, -0.051], [0.015, 0.007, 0.122], [-0.039, -0.084, -0.137], [-0.047, 0.040, -0.239], [-0.106, -0.197, 0.122], [0.035, -0.138, -0.025], [0.085, 0.115, -0.066], [0.001, -0.049, 0.075], [-0.090, -0.107, -0.028], [-0.028, -0.047, -0.030], [-0.032, -0.036, -0.033], [-0.076, 0.088, 0.061], [-0.084, 0.019, 0.005], [-0.004, -0.103, 0.098], [0.015, -0.014, -0.050], [-0.051, -0.028, 0.051], [-0.061, 0.108, -0.010], [0.030, 0.059, -0.063], [0.108, -0.002, -0.048], [0.061, 0.003, 0.054], [-0.017, -0.003, 0.077], [-0.074, 0.000, 0.023], [-0.058, -0.005, -0.094], [0.047, 0.031, 0.095], [0.050, 0.100, -0.090]], "mulliken_charge": [-0.639, -0.387, -0.915, 0.609, -0.718, -0.398, 0.842, -1.584, 0.398, -1.009, -0.422, -1.506, 2.893, -0.884, -0.579, -1.955, 0.291, -0.237, -0.673, -0.444, -0.686, -0.268, -1.989, -0.287, 0.297, 0.248, 0.237, 0.434, 0.266, 0.520, 0.559, 0.420, 0.489, 0.401, 0.402, 0.273, 0.438, 0.295, 0.410, 0.542, -0.087, 0.399, 0.615, 0.615, 0.440, 0.382, 0.379, 0.380, 0.440, 0.428, 0.321]}